Entry 1:
Below is the molecule C13H24O2 at a distorted geometry, with properties calculated with the ωB97M-V functional and the def2-TZVPD basis.

```
39
Properties=species:S:1:pos:R:3:lowdin_charge:R:1
O -0.544 1.677 1.696 -0.0284
O 0.443 1.140 -0.677 -0.1353
C -1.340 -2.357 -0.562 -0.0136
C -1.453 -0.355 -2.175 -0.0479
C -2.400 -0.365 1.691 -0.1532
C -2.398 -0.093 0.190 -0.1448
C 1.304 0.493 2.347 -0.0253
C -0.933 -0.495 2.197 -0.1454
C 2.037 1.912 -2.262 -0.0375
C 2.604 0.127 -0.468 -0.1117
C 1.464 -0.900 -0.494 -0.0868
C -1.164 -0.717 -0.673 -0.3247
C 0.056 0.384 1.469 -0.4351
C 1.846 1.465 -0.807 -0.3225
C 0.204 -0.144 -0.053 -0.2601
H -0.643 2.119 0.818 0.1141
H -1.291 -2.709 0.472 0.0691
H -2.312 -2.622 -0.886 0.0575
H -0.672 -2.912 -1.148 0.0479
H -0.606 -0.657 -2.869 0.0987
H -1.433 0.730 -2.221 0.0668
H -2.433 -0.664 -2.525 0.0761
H -2.948 -1.299 1.864 0.1135
H -2.778 0.468 2.193 0.0857
H -2.371 0.965 -0.037 0.0949
H -3.422 -0.395 -0.278 0.1392
H 1.872 -0.445 2.269 0.0816
H 1.926 1.324 2.039 0.0707
H 1.092 0.565 3.456 0.1098
H -0.974 -0.437 3.289 0.1234
H -0.547 -1.441 2.029 0.0801
H 1.889 1.130 -2.974 0.0666
H 2.981 2.441 -2.410 0.0797
H 1.227 2.628 -2.554 0.0930
H 3.335 -0.084 -1.217 0.0927
H 3.189 0.244 0.556 0.1361
H 1.706 -1.769 0.226 0.1568
H 1.389 -1.209 -1.450 0.0748
H 2.099 2.252 -0.062 0.1438
```

Output
Orbital gap   10.27 eV
HOMO level   -9.476 eV
Calculated total energy   -17963.6787 eV
Structure (SMILES)   C[C@@H]1CC[C@@]2(O1)C(C)(C)CCC[C@]2(C)O
Energy above the lowest of the compared OMol25 structures with the same formula, charge and spin   195.5 kJ/mol
2S+1   1

=====

Entry 2:
Below is a cluster of 2 separate species, C13H25BN2O2P in total at a distorted geometry, with properties calculated with the ωB97M-V functional and the def2-TZVPD basis.

```
44
Properties=species:S:1:pos:R:3:lowdin_charge:R:1
C -3.230 2.457 3.314 -0.1010
O -2.619 1.318 2.638 -0.0106
B -1.818 1.683 1.519 -0.6039
O -1.304 0.589 0.710 0.0461
P -1.296 3.450 0.984 1.1278
C 0.621 3.540 0.950 -0.2958
C 1.116 2.518 -0.203 -0.2491
C 2.095 1.357 0.309 -0.1490
C 1.971 -0.022 -0.561 -0.1447
N 1.381 0.198 -1.909 -0.1825
C 0.074 -0.379 -2.100 -0.1055
C -0.462 -0.051 -3.515 -0.0541
C 0.711 0.785 -4.114 -0.0749
C 1.847 0.925 -3.068 -0.0568
H -4.131 2.847 2.709 0.1222
H -3.615 2.058 4.328 0.1244
H -2.489 3.294 3.589 0.0873
H -1.968 0.356 0.017 0.1202
H -1.769 4.510 1.816 0.0254
H -1.721 3.770 -0.363 0.0651
H 0.871 4.619 0.625 0.1079
H 1.068 3.347 1.981 0.1089
H 0.186 2.157 -0.756 0.0807
H 1.719 3.140 -0.969 0.1252
H 2.014 1.121 1.426 0.1175
H 3.175 1.722 0.121 0.1194
H 3.013 -0.490 -0.739 0.1405
H 1.352 -0.730 0.097 0.0971
H -0.504 -0.970 -1.319 0.0939
H -1.462 -0.341 -3.962 0.0813
H 0.776 1.280 -5.134 0.0813
H 2.840 1.470 -3.119 0.1156
C 0.085 -4.446 -0.998 -0.1108
C -0.204 -5.034 0.379 -0.2655
C -0.189 -3.983 1.491 -0.1824
C 1.165 -3.337 1.564 -0.2044
N 2.230 -2.829 1.621 0.1369
H 1.085 -4.007 -1.048 0.0708
H 0.036 -5.225 -1.762 0.0779
H -0.644 -3.671 -1.255 0.0640
H 0.535 -5.812 0.594 0.1163
H -1.184 -5.519 0.360 0.1113
H -0.414 -4.449 2.453 0.1167
H -0.943 -3.213 1.302 0.1094
```

Output
Orbital gap   5.92 eV
HOMO level   -10.419 eV
Net charge   +1
Calculated total energy   -30917.3831 eV
2S+1   1

=====

> orbital gap of number 2 (C13H25BN2O2P)?

5.92 eV